No. 1
Molecular formula: C45H42GeMnNO2S3
Method: DFT, ωB97M-V/def2-TZVPD

Output
Energy above the lowest of the compared OMol25 structures with the same formula, charge and spin (kJ/mol): 38.1
HOMO-LUMO gap (spin up / spin down) (eV): 4.372 / 3.851
Net charge: -1
Calculated total energy (eV): -173271.3446
2S+1: 2

Each line ends with the Mulliken spin population.
Cartesian coordinates (Å):
Mn (0.7909, -0.4675, -0.9139)  1.192
O (-0.0402, 0.8805, 0.6549)  -0.066
S (-0.2106, 1.5917, 1.9521)  0.009
C (-1.9506, 1.2904, 2.4356)  0.000
C (-2.4816, -0.0367, 1.9151)  -0.013
C (-2.2677, -1.2132, 2.8729)  0.002
C (-2.3169, -2.5674, 2.1639)  -0.001
S (-0.6680, -2.9864, 1.5407)  -0.002
O (-0.3747, -1.9755, 0.4862)  0.054
C (-1.1248, -4.4954, 0.6977)  -0.003
C (-1.3693, -5.6477, 1.4342)  -0.003
C (-1.6992, -6.8164, 0.7666)  0.000
C (-1.7626, -6.8268, -0.6224)  0.001
C (-1.4918, -5.6722, -1.3413)  0.003
C (-1.1690, -4.4910, -0.6845)  0.004
C (0.5780, 0.5967, 3.2261)  -0.002
C (1.2689, -0.5467, 2.8716)  0.008
C (1.9355, -1.2718, 3.8517)  0.005
C (1.9079, -0.8493, 5.1725)  -0.001
C (1.2240, 0.3119, 5.5160)  0.000
C (0.5660, 1.0457, 4.5413)  0.001
H (-2.4718, 2.1383, 1.9882)  -0.001
H (-2.0094, 1.3995, 3.5208)  0.000
H (-2.0038, -0.2382, 0.9529)  0.016
H (-3.5494, 0.0707, 1.7059)  0.000
H (-3.0296, -1.1950, 3.6572)  0.000
H (-1.3091, -1.1178, 3.3889)  0.000
H (-2.9940, -2.5655, 1.3066)  0.000
H (-2.5974, -3.3791, 2.8383)  0.001
H (-1.2907, -5.6373, 2.5162)  0.000
H (-1.8938, -7.7223, 1.3269)  0.000
H (-2.0101, -7.7439, -1.1424)  0.000
H (-1.5176, -5.6813, -2.4237)  0.000
H (-0.9108, -3.5888, -1.2368)  -0.004
H (1.2705, -0.8669, 1.8372)  0.001
H (2.4761, -2.1675, 3.5711)  -0.002
H (2.4273, -1.4160, 5.9349)  0.000
H (1.2144, 0.6525, 6.5439)  0.000
H (0.0558, 1.9671, 4.8012)  0.000
C (3.3853, 0.7446, 0.6281)  0.016
C (3.4431, -0.7483, 0.5210)  -0.068
C (4.4665, -1.4773, 1.1647)  0.019
C (4.5504, -2.8277, 1.0009)  -0.071
C (3.6668, -3.4774, 0.1105)  0.015
C (3.7431, -4.8609, -0.1760)  -0.018
C (2.8976, -5.3947, -1.1112)  0.014
C (1.9810, -4.5920, -1.8088)  -0.014
C (1.8630, -3.2304, -1.5654)  -0.005
S (0.8315, -2.1673, -2.4617)  -0.001
C (2.6925, -2.6793, -0.5345)  -0.001
N (2.5415, -1.3476, -0.2420)  -0.003
H (4.1877, 1.1196, 1.2653)  -0.001
H (2.4268, 1.0915, 1.0095)  -0.003
H (3.4526, 1.1717, -0.3754)  -0.002
H (5.1628, -0.9449, 1.8007)  0.001
H (5.3103, -3.4096, 1.5114)  -0.006
H (4.4789, -5.4688, 0.3377)  0.000
H (2.9475, -6.4533, -1.3424)  0.001
H (1.3616, -5.0339, -2.5800)  -0.001
C (0.8608, 0.9436, -2.1844)  -0.128
Ge (-0.2471, 2.4509, -2.0723)  0.080
C (-2.2409, 2.1783, -2.1730)  -0.013
C (-3.0801, 2.0084, -1.0735)  0.001
C (-4.4225, 1.6701, -1.2099)  0.000
C (-4.9671, 1.4880, -2.4724)  -0.001
C (-4.1514, 1.6431, -3.5876)  -0.001
C (-2.8132, 1.9785, -3.4326)  0.001
C (-0.0090, 3.7586, -3.5624)  -0.012
C (-0.7487, 4.9383, -3.6394)  -0.002
C (-0.5566, 5.8495, -4.6706)  0.000
C (0.3882, 5.5924, -5.6565)  0.000
C (1.1353, 4.4234, -5.5982)  -0.002
C (0.9366, 3.5207, -4.5591)  0.001
C (-0.0127, 3.6467, -0.4817)  0.012
C (1.2844, 3.7884, 0.0217)  0.001
C (1.5558, 4.5730, 1.1341)  -0.002
C (0.5229, 5.2429, 1.7820)  0.000
C (-0.7693, 5.1345, 1.2891)  0.000
C (-1.0291, 4.3500, 0.1657)  -0.004
H (1.1871, 0.8084, -3.2221)  0.011
H (-2.6754, 2.1246, -0.0761)  0.000
H (-5.0416, 1.5458, -0.3268)  0.000
H (-6.0116, 1.2234, -2.5884)  0.000
H (-4.5591, 1.4960, -4.5815)  0.000
H (-2.1937, 2.0813, -4.3184)  0.000
H (-1.4943, 5.1513, -2.8784)  0.000
H (-1.1443, 6.7603, -4.7068)  0.000
H (0.5407, 6.2993, -6.4641)  0.000
H (1.8751, 4.2147, -6.3631)  0.000
H (1.5280, 2.6125, -4.5105)  0.002
H (2.0853, 3.2433, -0.4702)  -0.013
H (2.5729, 4.6593, 1.5012)  0.000
H (0.7260, 5.8513, 2.6559)  0.000
H (-1.5806, 5.6689, 1.7723)  0.000
H (-2.0417, 4.3047, -0.2190)  0.000

No. 2
Molecular formula: C25H9Cl76IN3O
Method: DFT, ωB97M-V/def2-TZVPD

Output
HOMO-LUMO gap (eV): 8.802
Net charge: +1
Calculated total energy (eV): -992380.8427
2S+1: 1

Each line ends with the Löwdin charge.
Cartesian coordinates (Å):
N (2.2241, -3.0267, -0.1605)  -0.002
C (0.8703, -2.4200, -0.3998)  -0.152
C (0.9341, -0.9353, 0.0517)  -0.189
N (1.9368, -0.0347, -0.3080)  0.168
C (1.6142, 1.1519, 0.2908)  -0.098
N (0.4397, 1.0538, 0.9846)  0.142
C (-0.0384, -0.2645, 0.8866)  -0.244
C (-1.3003, -0.9562, 1.4294)  -0.104
C (-2.1232, -1.4691, 0.1802)  -0.783
O (-2.4451, -2.5825, 0.0120)  -0.077
I (-2.5803, 0.1046, -1.2649)  0.885
H (2.5537, -2.6106, 0.7198)  0.055
H (2.8124, -2.5630, -0.8650)  0.014
H (0.1289, -2.9379, 0.2464)  0.048
H (0.5917, -2.4819, -1.4778)  0.144
H (2.7234, -0.2863, -0.9025)  0.142
H (2.2502, 2.0487, 0.1926)  0.133
H (-0.0193, 1.8074, 1.4996)  0.075
H (-1.0467, -1.8360, 2.0653)  0.074
H (-1.9161, -0.2300, 2.0156)  0.139
C (-1.8253, 4.6642, 0.7620)  -2.010
Cl (-1.0355, 3.8896, 2.1613)  0.537
Cl (-0.6346, 5.6267, -0.1257)  0.543
Cl (-2.4896, 3.4144, -0.3052)  0.448
Cl (-3.1257, 5.7097, 1.3340)  0.530
C (-4.4588, 7.7653, 4.6566)  -2.035
Cl (-5.3792, 7.7068, 6.1653)  0.511
Cl (-3.3038, 6.4213, 4.6153)  0.488
Cl (-5.5697, 7.6283, 3.2809)  0.511
Cl (-3.5814, 9.2996, 4.5558)  0.533
C (-4.1544, -2.3746, -4.4231)  -2.006
Cl (-3.5349, -2.5601, -2.7735)  0.461
Cl (-5.8990, -2.6715, -4.4361)  0.547
Cl (-3.8302, -0.7273, -4.9878)  0.466
Cl (-3.3489, -3.5309, -5.4936)  0.517
C (2.0799, -0.7202, 4.7402)  -1.999
Cl (2.2774, -0.6398, 2.9767)  0.560
Cl (1.0285, -2.0842, 5.1507)  0.544
Cl (3.6586, -0.9404, 5.5008)  0.512
Cl (1.3475, 0.7875, 5.3153)  0.531
C (5.2983, 2.5994, 3.4082)  -2.009
Cl (4.8437, 2.4709, 5.1130)  0.534
Cl (3.9127, 2.1460, 2.3890)  0.487
Cl (5.7773, 4.2647, 3.0483)  0.546
Cl (6.6419, 1.5032, 3.0657)  0.516
C (-8.5998, 5.4271, 8.0048)  -2.033
Cl (-8.5116, 5.7772, 6.2710)  0.479
Cl (-7.4180, 6.4235, 8.8748)  0.511
Cl (-10.2271, 5.7909, 8.5975)  0.534
Cl (-8.2406, 3.7129, 8.2782)  0.514
C (-2.4953, -5.1501, 2.6424)  -1.991
Cl (-1.0517, -4.3800, 1.9478)  0.590
Cl (-2.6098, -4.7357, 4.3607)  0.529
Cl (-3.9430, -4.5784, 1.7995)  0.529
Cl (-2.3623, -6.9048, 2.4644)  0.547
C (-1.1003, -4.6992, -8.5718)  -2.029
Cl (-1.8176, -3.0807, -8.5084)  0.495
Cl (-2.3810, -5.9152, -8.4519)  0.488
Cl (-0.2329, -4.9034, -10.1007)  0.543
Cl (0.0325, -4.8913, -7.2192)  0.501
C (7.0514, 0.4369, -0.6719)  -1.990
Cl (6.3355, 2.0538, -0.5521)  0.488
Cl (5.7695, -0.7919, -0.5830)  0.489
Cl (7.9071, 0.2805, -2.2125)  0.542
Cl (8.1852, 0.2031, 0.6626)  0.482
C (4.6160, 3.2259, -4.0448)  -2.013
Cl (5.7497, 2.4496, -5.1571)  0.552
Cl (3.6316, 1.9795, -3.2391)  0.469
Cl (5.5122, 4.1447, -2.8302)  0.480
Cl (3.5576, 4.3188, -4.9478)  0.528
C (-7.0209, -5.6448, 4.0967)  -2.028
Cl (-7.4617, -5.7101, 5.8100)  0.531
Cl (-8.4254, -6.0728, 3.1083)  0.532
Cl (-6.4922, -3.9994, 3.6879)  0.484
Cl (-5.7092, -6.7929, 3.7839)  0.502
C (-6.4142, 2.1678, -6.6807)  -2.033
Cl (-6.8920, 3.6248, -7.5647)  0.534
Cl (-4.6534, 2.1552, -6.4715)  0.449
Cl (-7.1958, 2.1566, -5.0905)  0.520
Cl (-6.9087, 0.7327, -7.5925)  0.528
C (4.7302, -2.4532, 9.0970)  -2.044
Cl (3.4487, -1.4089, 9.7331)  0.520
Cl (4.0049, -3.8290, 8.2486)  0.515
Cl (5.7360, -1.5284, 7.9665)  0.490
Cl (5.7315, -3.0413, 10.4309)  0.537
C (-10.5072, 3.1873, 3.3570)  -2.041
Cl (-9.8874, 2.9912, 5.0032)  0.490
Cl (-12.2536, 2.9002, 3.3439)  0.530
Cl (-10.1750, 4.8356, 2.7955)  0.511
Cl (-9.7092, 2.0255, 2.2822)  0.512
C (6.3122, -4.8245, -1.8883)  -2.037
Cl (6.4038, -4.4190, -3.6104)  0.524
Cl (7.4854, -3.8496, -0.9902)  0.504
Cl (4.6798, -4.4761, -1.2874)  0.525
Cl (6.6714, -6.5416, -1.6655)  0.542
C (12.3123, -0.4672, 0.3054)  -2.035
Cl (13.7129, 0.5940, 0.0948)  0.533
Cl (12.7563, -2.1258, -0.1252)  0.529
Cl (11.7810, -0.4173, 1.9968)  0.513
Cl (10.9910, 0.0807, -0.7399)  0.472
C (-0.5779, 1.8986, -6.7085)  -2.024
Cl (-1.7157, 2.9337, -5.8250)  0.495
Cl (-1.3885, 0.3997, -7.1852)  0.502
Cl (-0.0077, 2.7473, -8.1524)  0.545
Cl (0.8011, 1.5152, -5.6634)  0.495
C (-1.5508, -9.6161, -7.2692)  -2.029
Cl (-2.4825, -9.6673, -5.7632)  0.521
Cl (-0.4019, -10.9637, -7.2994)  0.527
Cl (-2.6532, -9.7481, -8.6502)  0.522
Cl (-0.6710, -8.0823, -7.3649)  0.464
C (4.7867, 8.2735, -1.8523)  -2.038
Cl (5.5845, 7.4453, -0.5015)  0.506
Cl (5.9642, 9.2815, -2.7047)  0.538
Cl (4.1223, 7.0684, -2.9679)  0.474
Cl (3.4769, 9.2905, -1.2305)  0.525